Computed, not measured: a molecular structure, C54H46AsBrCuF5N4O5PSe, with wB97M-V/def2-TZVPD.

Positions of all 119 atoms, in Å:
Cu: 17.09643 16.08499 11.66979
C: 16.51753 14.26064 15.77850
O: 17.28390 15.11623 14.93341
C: 18.61173 15.13758 15.06124
C: 19.18655 14.99991 16.29403
C: 20.60397 14.92259 16.39143
Br: 21.37903 14.62435 18.10792
C: 21.43704 15.05229 15.29060
C: 20.81741 15.29668 14.03926
C: 19.40360 15.31874 13.85979
O: 18.83020 15.49223 12.71300
C: 21.73560 15.44866 12.98538
N: 22.99391 14.92768 13.06209
C: 23.70475 15.40504 11.98135
C: 25.05590 15.23678 11.60219
C: 25.42462 15.78322 10.38723
C: 24.53526 16.52014 9.57963
C: 23.20076 16.70836 9.91908
C: 22.80114 16.14680 11.13994
N: 21.59639 16.20513 11.82037
H: 16.26987 14.79459 16.70739
H: 16.99901 13.32081 16.02675
H: 15.60815 13.97646 15.20283
H: 18.60428 14.74725 17.19208
H: 22.50337 14.93077 15.37368
H: 19.21482 14.81688 11.65807
H: 25.69980 14.69715 12.28801
H: 26.44829 15.73351 10.03301
H: 25.03380 16.97413 8.74698
H: 22.55470 17.37516 9.33615
H: 20.78654 16.72130 11.56120
C: 18.75445 11.56665 8.92533
C: 19.69495 12.70676 8.54727
C: 19.15665 14.11048 8.35911
C: 20.40745 14.91363 7.80728
C: 20.16214 16.31727 7.26070
C: 18.05042 14.15963 7.34385
O: 18.07399 13.58614 6.26289
N: 16.96086 15.06973 7.65346
C: 16.71607 15.64305 8.89951
O: 15.67317 16.30748 9.11264
N: 17.67614 15.44352 9.88168
C: 18.70428 14.62380 9.73425
O: 19.41961 14.26324 10.70818
H: 19.32700 10.61514 9.10007
H: 18.07456 11.34469 8.06447
H: 18.15107 11.75431 9.83615
H: 20.17687 12.40408 7.58634
H: 20.55600 12.78258 9.23688
H: 20.79002 14.33749 6.89694
H: 21.15145 14.91140 8.60711
H: 19.57924 16.36842 6.30862
H: 21.12714 16.84494 7.04671
H: 19.62208 16.95006 7.99590
H: 16.24022 15.11630 6.93423
F: 11.76714 8.14469 11.99371
C: 12.65173 9.15287 12.09841
C: 12.61359 10.13412 13.07523
F: 11.55312 10.21823 13.90336
C: 13.63921 11.07918 13.14644
F: 13.61632 12.00592 14.13642
C: 14.74948 11.09204 12.30389
Se: 16.08198 12.40025 12.44444
C: 14.71668 10.16975 11.21183
F: 15.69256 10.20098 10.22985
C: 13.71899 9.19618 11.17066
F: 13.72129 8.25037 10.18005
C: 15.04472 18.75334 11.22114
C: 13.73001 19.41508 11.51769
As: 13.18321 20.68395 10.01823
C: 11.93182 21.68881 11.16341
C: 10.86096 20.95876 11.64077
C: 9.88308 21.56216 12.49771
C: 9.95183 22.91807 12.76236
C: 10.98488 23.66616 12.17320
C: 11.94986 23.05440 11.37035
C: 14.79711 21.84133 10.25603
C: 15.72903 21.89965 9.18091
C: 16.79816 22.78686 9.27144
C: 17.05421 23.48783 10.47158
C: 16.19188 23.36235 11.53408
C: 15.06110 22.55080 11.40274
P: 15.48336 17.36397 12.44294
C: 13.97316 16.43802 12.46186
C: 13.14884 16.24940 11.35798
C: 12.06105 15.39239 11.38520
C: 11.71205 14.77174 12.61590
C: 12.46294 14.99203 13.77130
C: 13.62358 15.77876 13.68242
C: 15.54637 18.24888 14.01913
C: 14.39901 18.66026 14.70914
C: 14.62696 19.24473 15.93988
C: 15.89217 19.40437 16.48424
C: 17.00937 18.97740 15.78356
C: 16.81403 18.38753 14.53830
H: 15.92205 19.47652 11.27631
H: 15.01880 18.20963 10.23891
H: 13.73167 20.09122 12.37472
H: 12.88417 18.70702 11.59337
H: 10.79025 19.85525 11.50135
H: 9.09994 20.88537 12.79581
H: 9.23417 23.42132 13.40618
H: 11.04766 24.74066 12.29343
H: 12.80353 23.63990 11.02108
H: 15.51313 21.20182 8.36091
H: 17.36484 23.01229 8.36312
H: 17.92541 24.10464 10.55467
H: 16.28798 23.98093 12.42467
H: 14.39933 22.52376 12.29563
H: 13.31247 16.77962 10.42635
H: 11.49589 15.19322 10.50632
H: 10.83669 14.11738 12.66102
H: 12.18599 14.61497 14.74189
H: 14.20613 16.01151 14.59732
H: 13.42357 18.54370 14.27506
H: 13.82181 19.63146 16.50554
H: 16.00040 19.84121 17.46947
H: 18.01081 19.17163 16.11575
H: 17.67389 18.02749 13.95559

Output
Calculated total energy, eV: -336688.8832
Kohn-Sham gap, eV: 5.84
E_LUMO, eV: 1.87
Total charge: -1

Results of the Mulliken charge analysis, in e, for atoms 1 through 2: -0.7045, -0.7952

=====

Computed, not measured: a molecular structure, C54H46BiN5OP2SSbSe4, with wB97M-V/def2-TZVPD.

Positions of all 115 atoms, in Å:
Bi: -0.59154 -0.91072 2.68843
C: 2.38771 -4.92165 1.46918
C: 1.77165 -3.74513 0.72899
N: 1.89742 -2.46642 0.84811
N: 2.56266 -1.74884 1.80855
C: 2.93268 -1.29453 4.14634
N: 4.07561 -0.86967 4.64932
S: 1.47589 -0.77155 4.78084
C: 0.80755 -4.21233 -0.31430
C: 1.18326 -5.21935 -1.20531
C: 0.24338 -5.76793 -2.05370
C: -1.06129 -5.30690 -1.99255
C: -1.33193 -4.26739 -1.12275
N: -0.43120 -3.72319 -0.30811
H: 1.75879 -5.22121 2.30995
H: 2.43283 -5.77888 0.79946
H: 3.39113 -4.71718 1.81323
H: 4.93164 -1.24610 4.25533
H: 4.07633 -0.22077 5.41866
H: 2.21098 -5.55564 -1.23899
H: 0.52320 -6.54601 -2.75294
H: -1.84471 -5.72856 -2.60658
H: -2.33781 -3.85582 -1.07132
C: 2.72009 5.33958 -3.61349
C: 1.88936 4.57274 -2.58828
C: 0.97578 5.56608 -1.83827
C: 1.00091 3.53092 -3.24184
C: 0.56818 3.58013 -4.55921
C: -0.31659 2.63214 -5.05104
C: -0.75087 1.59644 -4.24171
C: -0.31372 1.48761 -2.92283
P: -0.65163 0.05997 -1.78979
C: -0.81390 -1.18839 -3.13552
C: -1.96835 -1.43209 -3.87483
C: -1.94074 -2.30059 -4.95720
C: -0.76044 -2.94149 -5.30484
C: 0.38862 -2.72679 -4.55555
C: 0.35998 -1.86135 -3.47192
C: -2.40582 0.36484 -1.30182
C: -3.18707 1.31654 -1.88151
C: -4.50000 1.84335 -1.53932
C: -5.56583 1.33613 -0.89616
C: -5.78252 -0.06792 -0.41023
C: -2.85710 -0.27058 -0.10464
C: 0.53941 2.48306 -2.44988
O: 0.92093 2.40267 -1.13762
C: 2.20023 2.81999 -0.82831
C: 2.86167 2.16709 0.21776
C: 4.12738 2.64812 0.54576
C: 4.71591 3.67389 -0.17207
C: 4.03958 4.27778 -1.21861
C: 2.75606 3.87416 -1.55307
P: 1.92721 0.83021 1.12381
C: 3.13161 -0.49016 1.37235
C: 4.44152 -0.47085 0.94128
C: 5.45804 -1.40716 1.14142
C: 5.44174 -2.48402 2.06052
C: 4.47748 -2.90175 2.92546
C: 3.08767 -2.33617 3.03678
C: 1.88604 1.76169 2.73668
C: 0.67950 2.37310 3.06596
C: 0.55034 3.12102 4.23079
C: 1.63751 3.26828 5.07774
C: 2.84873 2.66571 4.75655
C: 2.96830 1.91514 3.59879
H: 2.07220 5.86262 -4.31651
H: 3.37659 4.67051 -4.17213
H: 3.33060 6.09596 -3.12119
H: 0.33340 6.09599 -2.54516
H: 1.57939 6.29366 -1.29222
H: 0.34169 5.04288 -1.12156
H: 0.90960 4.36846 -5.21634
H: -0.65987 2.69689 -6.07583
H: -1.40973 0.84236 -4.64991
H: -2.89225 -0.93180 -3.60576
H: -2.84277 -2.47855 -5.53029
H: -0.74166 -3.62391 -6.14557
H: 1.30590 -3.24301 -4.80998
H: 1.24985 -1.70501 -2.87068
H: -2.71379 1.86909 -2.68478
H: -4.63260 2.86201 -1.89575
H: -6.40443 2.00686 -0.73319
H: -5.20514 -0.72573 -1.06405
H: -2.54443 -2.10530 0.92545
H: 4.67049 2.20454 1.36831
H: 5.70771 4.01735 0.09419
H: 4.51480 5.08767 -1.75561
H: 4.74538 0.41637 0.39642
H: 6.39074 -1.23773 0.61690
H: 6.36929 -3.05214 2.10178
H: 4.69536 -3.73681 3.58444
H: 2.39622 -3.12071 3.34560
H: -0.17138 2.25699 2.40040
H: -0.40003 3.57710 4.47846
H: 1.54104 3.84183 5.99112
H: 3.69634 2.77203 5.42409
H: 3.90356 1.41776 3.36279
Se: -5.12763 -2.98581 3.95057
Sb: -3.04293 -2.41403 4.97833
Se: -1.15425 -3.34249 3.43110
Se: -2.32596 0.04861 4.39421
Se: -2.57230 -2.86421 7.26983
N: -2.51576 -1.10176 1.10863
C: -3.76675 -0.38150 0.80468
C: -5.17307 -0.22244 0.99146
C: -5.74204 -0.03471 2.19037
C: -7.12705 0.22715 2.49746
C: -8.19636 0.06868 1.70009
C: -8.21713 -0.42028 0.33485
C: -7.21570 -0.50734 -0.54427
H: -5.06707 -0.04566 3.03784
H: -7.31250 0.54382 3.51699
H: -9.17023 0.26365 2.13544
H: -9.18728 -0.76471 -0.00955
H: -7.44751 -0.93851 -1.51341

Output
Calculated total energy, eV: -369415.8337
Kohn-Sham gap, eV: 4.98
E_LUMO, eV: 1.32
Total charge: -1

Results of the Mulliken charge analysis, in e, for atoms 1 through 2: 1.6636, -1.4397

=====

Computed, not measured: a molecular structure, C54H46Cl2InN7O5S3, with wB97M-V/def2-TZVPD.

Positions of all 118 atoms, in Å:
In: -0.83610 0.18685 1.92602
N: -1.34440 -1.29320 3.73905
C: -2.11692 -0.51509 4.71457
C: -3.02344 0.52014 4.03477
O: -4.06314 0.86716 4.58998
N: -2.53744 0.99270 2.88608
C: -3.28320 1.99377 2.15853
C: -2.56561 2.39123 0.86709
O: -3.14265 3.10423 0.05924
O: -1.36119 1.93830 0.70975
H: -1.89222 -2.04692 3.34432
H: -0.48887 -1.66459 4.13380
H: -1.41325 0.03937 5.33629
H: -2.74075 -1.12858 5.36600
H: -3.41501 2.90387 2.75057
H: -4.28571 1.64718 1.89341
N: 0.56537 0.03743 0.26609
S: 1.55995 0.01707 -0.77101
N: 1.08118 -0.62063 -2.24236
S: 0.40767 -1.99373 -2.36709
N: -0.49659 -2.65105 -1.31809
S: -1.81089 -2.14956 -0.41918
N: -1.61085 -1.69506 0.94679
C: -2.64389 -3.74251 -0.48259
C: -2.94434 -4.39433 -1.67033
C: -3.55611 -5.63602 -1.62354
C: -3.84679 -6.22387 -0.39761
C: -3.52627 -5.57037 0.78189
C: -2.92613 -4.31891 0.74158
C: -2.72352 -1.05383 -1.49338
C: -2.16072 0.20367 -1.67421
C: -2.83653 1.13614 -2.44461
C: -4.04528 0.80270 -3.03584
C: -4.60896 -0.44892 -2.82501
C: -3.95775 -1.38669 -2.03787
C: -0.38397 -1.88325 -3.95664
C: -0.97983 -3.03893 -4.44384
C: -1.62342 -2.99149 -5.66761
C: -1.66070 -1.80063 -6.38397
C: -1.04850 -0.65974 -5.88813
C: -0.39880 -0.69305 -4.66198
C: 1.64250 -3.25108 -2.62993
C: 1.58864 -4.46111 -1.96148
C: 2.61837 -5.37120 -2.15596
C: 3.67170 -5.06042 -3.00184
C: 3.70496 -3.84266 -3.67171
C: 2.68664 -2.92503 -3.48580
C: 3.02606 -0.93020 -0.35536
C: 2.73944 -2.03824 0.43087
C: 3.77292 -2.86616 0.83262
C: 5.07857 -2.57534 0.46944
C: 5.35763 -1.44599 -0.28652
C: 4.33099 -0.61140 -0.70272
C: 2.01519 1.60268 -1.44974
C: 1.29046 2.66525 -0.93171
C: 1.56061 3.94262 -1.40649
C: 2.52980 4.13642 -2.37791
C: 3.20741 3.05106 -2.92474
C: 2.94642 1.77025 -2.46810
H: -2.70625 -3.93889 -2.62105
H: -3.80574 -6.14695 -2.54428
H: -4.32498 -7.19382 -0.36461
H: -3.74447 -6.02985 1.73631
H: -2.66850 -3.77560 1.64009
H: -1.24478 0.47539 -1.16220
H: -2.42937 2.13316 -2.54219
H: -4.57101 1.53403 -3.63527
H: -5.57333 -0.69024 -3.25188
H: -4.42891 -2.33347 -1.82290
H: -0.92030 -3.95772 -3.87438
H: -2.09225 -3.88161 -6.06475
H: -2.16867 -1.76592 -7.33836
H: -1.07990 0.26230 -6.45206
H: 0.08020 0.18102 -4.24357
H: 0.76026 -4.66778 -1.29851
H: 2.60034 -6.31961 -1.63685
H: 4.47822 -5.76818 -3.13848
H: 4.52732 -3.60645 -4.33302
H: 2.69689 -1.96386 -3.98419
H: 1.72031 -2.21762 0.74894
H: 3.55812 -3.71957 1.46086
H: 5.88642 -3.21298 0.80316
H: 6.38000 -1.19836 -0.53958
H: 4.56716 0.29004 -1.24370
H: 0.51061 2.48810 -0.19321
H: 1.00727 4.78205 -1.00694
H: 2.75236 5.13763 -2.72273
H: 3.92794 3.20240 -3.71783
H: 3.42323 0.91973 -2.93388
Cl: -1.05316 2.97869 6.08437
C: -1.56622 3.94349 4.73839
C: -2.75387 4.64763 4.82687
C: -3.13160 5.47070 3.77837
C: -2.33091 5.58135 2.65236
C: -1.15932 4.85011 2.57457
Cl: -0.19376 4.95725 1.14079
C: -0.74482 4.00624 3.61042
N: 0.40334 3.22516 3.49512
C: 1.68935 3.75013 3.51176
C: 1.93914 5.01484 4.04438
C: 3.22615 5.52252 4.09003
C: 4.28731 4.76885 3.61527
C: 4.03309 3.52091 3.06457
C: 2.74853 2.99753 2.98718
C: 2.51378 1.74266 2.18440
C: 2.08395 0.44831 2.87902
O: 2.88101 -0.46726 2.98420
O: 0.84221 0.36994 3.27946
H: -3.36582 4.55320 5.71204
H: -4.05978 6.02215 3.83663
H: -2.62318 6.20641 1.82109
H: 0.32021 2.22656 3.64496
H: 1.10985 5.59432 4.43092
H: 3.40044 6.50360 4.51324
H: 5.29762 5.15433 3.65078
H: 4.85358 2.94239 2.65595
H: 3.43181 1.50987 1.64612
H: 1.72018 1.97045 1.45989

Output
Calculated total energy, eV: -140133.6020
Kohn-Sham gap, eV: 6.53
E_LUMO, eV: -0.54

Results of the Mulliken charge analysis, in e, for atoms 1 through 2: 2.3027, -0.3722

=====

Computed, not measured: a molecular structure, C54H48AsN5OPRbS7, with wB97M-V/def2-TZVPD.

Positions of all 118 atoms, in Å:
Rb: -1.77740 1.45846 -1.22652
S: -5.04759 2.51231 -5.64548
As: -4.38807 2.47075 -3.59883
S: -4.21754 0.43289 -2.92397
S: -2.55030 3.55317 -3.35550
S: -6.01985 3.45170 -2.61223
N: 0.42394 0.06144 -0.89756
S: 0.65210 -1.36796 -0.93630
N: 1.13873 -2.15378 0.43454
S: 0.04286 -2.39042 1.53682
N: -1.21739 -1.49767 1.41940
S: -1.83896 -0.11361 2.03152
N: -1.53902 1.18546 1.45363
C: -3.55909 -0.65994 1.91438
C: -4.31638 -0.97533 3.03497
C: -5.62793 -1.40448 2.87621
C: -6.18217 -1.50791 1.60938
C: -5.42972 -1.16271 0.49544
C: -4.12006 -0.74124 0.64393
C: -1.47349 -0.28066 3.79114
C: -1.46718 -1.50389 4.45086
C: -1.09854 -1.54595 5.78593
C: -0.73987 -0.37790 6.44827
C: -0.74982 0.83766 5.77937
C: -1.11960 0.88708 4.44293
C: -0.54346 -3.98268 1.57908
C: 0.37896 -5.07039 1.38654
C: -0.09289 -6.35983 1.39503
C: -1.45835 -6.64200 1.57133
C: -2.36839 -5.56170 1.70893
C: -1.93980 -4.26320 1.70992
C: 1.07362 -2.14900 2.98590
C: 1.68722 -0.91427 3.13862
C: 2.42627 -0.66235 4.28256
C: 2.58223 -1.65178 5.24465
C: 1.97357 -2.88856 5.07283
C: 1.19546 -3.13631 3.95112
C: -0.63259 -2.50846 -1.54790
C: -1.84920 -2.04306 -2.01639
C: -2.83425 -2.94974 -2.38694
C: -2.59579 -4.31039 -2.28883
C: -1.36505 -4.77527 -1.83824
C: -0.37998 -3.87552 -1.47265
C: 1.99612 -1.90765 -2.01910
C: 3.11605 -2.58542 -1.56543
C: 4.13087 -2.89422 -2.46328
C: 4.01774 -2.52700 -3.79659
C: 2.89470 -1.83719 -4.23832
C: 1.88157 -1.52183 -3.34791
H: -3.90448 -0.87831 4.02841
H: -6.21545 -1.65391 3.75131
H: -7.20708 -1.83712 1.49202
H: -5.85391 -1.18888 -0.50037
H: -3.58293 -0.45769 -0.25101
H: -1.73235 -2.41194 3.92069
H: -1.07377 -2.49599 6.30496
H: -0.44136 -0.41921 7.48882
H: -0.45764 1.74454 6.29303
H: -1.11653 1.81337 3.88156
H: 1.42760 -4.85896 1.21316
H: 0.60549 -7.17704 1.24786
H: -1.81325 -7.66408 1.56569
H: -3.42995 -5.76243 1.79663
H: -2.64277 -3.44263 1.76942
H: 1.57449 -0.14388 2.38624
H: 2.87776 0.31346 4.41117
H: 3.16944 -1.45790 6.13424
H: 2.08789 -3.65975 5.82484
H: 0.68009 -4.07941 3.83329
H: -2.05064 -0.98682 -2.11974
H: -3.77728 -2.56587 -2.75667
H: -3.37025 -5.01680 -2.56228
H: -1.18092 -5.83829 -1.74479
H: 0.57227 -4.22865 -1.09933
H: 3.17789 -2.85859 -0.52077
H: 5.01139 -3.42379 -2.12026
H: 4.80894 -2.77291 -4.49432
H: 2.81111 -1.53972 -5.27573
H: 1.00756 -0.96602 -3.66873
N: -0.40187 3.98923 0.23353
C: -0.33559 4.97887 -0.73072
C: -0.97265 6.20277 -0.51808
C: -0.85185 7.23022 -1.43328
C: -0.08346 7.06497 -2.57686
C: 0.54643 5.85020 -2.79868
C: 0.43899 4.79794 -1.89541
P: 1.05870 3.10339 -2.23004
C: 1.95496 3.36391 -3.81056
C: 1.19731 3.19756 -4.97186
C: 1.76974 3.39335 -6.22030
C: 3.10986 3.74197 -6.32407
C: 3.87115 3.90195 -5.17357
C: 3.29631 3.71851 -3.92306
C: 2.48148 2.97716 -1.06629
C: 2.92323 4.00746 -0.24116
C: 3.99397 3.80760 0.62172
C: 4.63580 2.57864 0.66740
C: 4.19880 1.54137 -0.14788
C: 3.12415 1.73812 -1.00165
H: -0.16396 3.05097 -0.05001
H: -1.18213 4.00355 0.87110
H: -1.59133 6.32386 0.36400
H: -1.37734 8.16169 -1.26030
H: -0.00153 7.86194 -3.30459
H: 1.11350 5.70944 -3.70991
H: 0.14602 2.93706 -4.88295
H: 1.16881 3.27081 -7.11273
H: 3.56039 3.89191 -7.29805
H: 4.91713 4.17533 -5.24975
H: 3.89843 3.84972 -3.03218
H: 2.41607 4.96422 -0.26449
H: 4.31816 4.61279 1.26999
H: 5.46510 2.42361 1.34736
H: 4.67819 0.57080 -0.10244
H: 2.74987 0.92006 -1.60491
O: 1.12497 2.03069 2.13613
H: 0.20227 1.77508 1.91857
H: 1.56828 2.04683 1.27935

Output
Calculated total energy, eV: -212899.8852
Kohn-Sham gap (alpha / beta), eV: 5.50 / 4.21
E_LUMO (alpha / beta), eV: 3.48 / 3.46
Total charge: -2

Results of the Mulliken charge analysis, in e, for atoms 1 through 2: 0.8336, -0.4484

=====

We obtain energy relative to the best compared isomer or geometry (same formula, charge and spin) values of 0.269; 7.331; 0.000; 1.147 eV for the records listed above, in that order.